1.
# C10H18NO3

The ion C10H18NO3 with charge +1 in a non-equilibrium geometry (ωB97M-V with the def2-TZVPD basis set, OMol25).

Energy relative to the best compared isomer or geometry (same formula, charge and spin), kJ/mol: 290.5
DFT total energy, a.u.: -671.976704
HOMO level, Ha: -0.4990
Net charge: +1
Gap between HOMO and LUMO, eV: 8.88

Geometry (Å):
1 C -0.786 -1.151 1.165
2 C -0.265 0.432 -0.537
3 C -0.623 -1.538 2.632
4 C 0.328 0.461 3.487
5 C 1.614 0.922 3.993
6 C -0.840 1.346 3.283
7 C 0.784 0.945 -3.471
8 C 0.785 -1.509 -3.269
9 C -1.375 -0.091 -3.437
10 C 0.071 -0.249 -2.929
11 N -0.194 -0.127 0.764
12 O -0.518 1.591 -0.633
13 O 0.426 -0.799 3.211
14 O 0.089 -0.429 -1.425
15 H -1.282 -1.847 0.661
16 H -1.582 -1.310 3.031
17 H -0.327 -2.572 2.604
18 H 2.364 0.238 3.799
19 H 1.462 0.946 5.126
20 H 1.947 1.978 3.737
21 H -0.477 2.289 3.054
22 H -1.516 1.358 4.187
23 H -1.308 0.882 2.411
24 H 0.249 1.289 -4.350
25 H 0.912 1.760 -2.773
26 H 1.930 0.797 -3.763
27 H 0.432 -2.316 -2.687
28 H 1.803 -1.494 -2.950
29 H 0.818 -1.691 -4.296
30 H -1.832 -1.027 -3.169
31 H -1.693 0.775 -2.949
32 H -1.394 0.141 -4.506

Per-atom natural (NBO) charges, elementary charge units: number 1, C, carries 0.161; number 2, C, carries 0.885; number 3, C, carries -0.148; number 4, C, carries 0.768; number 5, C, carries -0.726; number 6, C, carries -0.747; number 7, C, carries -0.660; number 8, C, carries -0.624; number 9, C, carries -0.631; number 10, C, carries 0.286; number 11, N, carries -0.470; number 12, O, carries -0.576; number 13, O, carries -0.381; number 14, O, carries -0.525; number 15, H, carries 0.186; number 16, H, carries 0.223; number 17, H, carries 0.248; number 18, H, carries 0.264; number 19, H, carries 0.295; number 20, H, carries 0.285; number 21, H, carries 0.277; number 22, H, carries 0.293; number 23, H, carries 0.278; number 24, H, carries 0.230; number 25, H, carries 0.250; number 26, H, carries 0.221; number 27, H, carries 0.216; number 28, H, carries 0.220; number 29, H, carries 0.228; number 30, H, carries 0.214; number 31, H, carries 0.229; number 32, H, carries 0.233


2.
# C10H18O2

An isolated molecule of C10H18O2 in a non-equilibrium geometry (ωB97M-V with the def2-TZVPD basis set, OMol25).

Energy relative to the best compared isomer or geometry (same formula, charge and spin), kJ/mol: 835.4
DFT total energy, a.u.: -542.001574
HOMO level, Ha: -0.3269
Net charge: 0
Gap between HOMO and LUMO, eV: 9.79

Geometry (Å):
1 C -2.752 -1.624 0.372
2 C -1.162 -1.792 0.051
3 C -0.746 -3.099 0.719
4 C -0.274 -0.578 0.249
5 C -0.308 0.348 1.395
6 C 0.745 1.406 1.254
7 C 0.936 1.593 -0.351
8 C 1.594 2.886 -0.926
9 C 1.729 0.247 -0.759
10 C 1.175 -0.964 -0.133
11 O -0.236 1.601 -0.896
12 O -0.603 0.131 -0.980
13 H -3.228 -2.446 0.007
14 H -3.103 -0.725 -0.338
15 H -3.235 -1.756 1.548
16 H -0.874 -1.568 -1.224
17 H -1.626 -3.867 0.812
18 H -0.427 -2.671 1.751
19 H 0.139 -3.349 -0.026
20 H -0.047 -0.310 2.204
21 H -1.363 0.641 1.375
22 H 0.429 2.397 1.570
23 H 1.748 1.318 1.843
24 H 1.922 2.663 -1.891
25 H 2.501 3.589 -0.642
26 H 0.599 3.496 -0.946
27 H 1.698 0.396 -1.857
28 H 2.651 0.493 -0.298
29 H 1.356 -1.660 -0.800
30 H 1.961 -1.037 0.697

Per-atom natural (NBO) charges, elementary charge units: number 1, C, carries -0.639; number 2, C, carries -0.204; number 3, C, carries -0.649; number 4, C, carries 0.271; number 5, C, carries -0.470; number 6, C, carries -0.454; number 7, C, carries 0.296; number 8, C, carries -0.652; number 9, C, carries -0.411; number 10, C, carries -0.457; number 11, O, carries -0.282; number 12, O, carries -0.323; number 13, H, carries 0.197; number 14, H, carries 0.231; number 15, H, carries 0.216; number 16, H, carries 0.247; number 17, H, carries 0.233; number 18, H, carries 0.213; number 19, H, carries 0.232; number 20, H, carries 0.225; number 21, H, carries 0.239; number 22, H, carries 0.218; number 23, H, carries 0.214; number 24, H, carries 0.213; number 25, H, carries 0.236; number 26, H, carries 0.226; number 27, H, carries 0.210; number 28, H, carries 0.200; number 29, H, carries 0.215; number 30, H, carries 0.208


3.
# C10H18O3

An isolated molecule of C10H18O3 (ωB97M-V with the def2-TZVPD basis set, OMol25).

Energy relative to the best compared isomer or geometry (same formula, charge and spin), kJ/mol: 26.7
DFT total energy, a.u.: -617.527668
HOMO level, Ha: -0.3444
Net charge: 0
Gap between HOMO and LUMO, eV: 10.20

Geometry (Å):
1 C -2.869 -0.505 0.710
2 C -2.817 0.973 0.329
3 C -1.628 1.441 -0.520
4 C -1.244 2.872 -0.133
5 O -0.490 2.714 1.068
6 C 0.029 1.371 1.135
7 C -0.257 0.811 -0.254
8 C -0.021 -0.683 -0.514
9 C 1.248 -0.965 -1.320
10 O 1.936 -2.150 -0.875
11 C 2.773 -1.948 0.178
12 C 4.133 -2.576 0.001
13 O 2.457 -1.347 1.181
14 H -2.900 -1.153 -0.165
15 H -3.720 -0.723 1.350
16 H -1.985 -0.802 1.273
17 H -2.900 1.563 1.241
18 H -3.719 1.179 -0.250
19 H -1.856 1.342 -1.582
20 H -2.069 3.559 0.023
21 H -0.584 3.237 -0.927
22 H 1.077 1.482 1.402
23 H -0.454 0.812 1.939
24 H 0.481 1.333 -0.871
25 H 0.011 -1.232 0.422
26 H -0.874 -1.072 -1.068
27 H 0.974 -1.192 -2.346
28 H 1.934 -0.120 -1.330
29 H 4.838 -2.012 0.598
30 H 4.415 -2.605 -1.046
31 H 4.082 -3.606 0.350

Per-atom natural (NBO) charges, elementary charge units: number 1, C, carries -0.605; number 2, C, carries -0.407; number 3, C, carries -0.239; number 4, C, carries -0.055; number 5, O, carries -0.546; number 6, C, carries -0.065; number 7, C, carries -0.237; number 8, C, carries -0.438; number 9, C, carries -0.058; number 10, O, carries -0.533; number 11, C, carries 0.809; number 12, C, carries -0.724; number 13, O, carries -0.582; number 14, H, carries 0.198; number 15, H, carries 0.214; number 16, H, carries 0.200; number 17, H, carries 0.209; number 18, H, carries 0.206; number 19, H, carries 0.209; number 20, H, carries 0.189; number 21, H, carries 0.158; number 22, H, carries 0.195; number 23, H, carries 0.168; number 24, H, carries 0.200; number 25, H, carries 0.238; number 26, H, carries 0.208; number 27, H, carries 0.194; number 28, H, carries 0.177; number 29, H, carries 0.240; number 30, H, carries 0.230; number 31, H, carries 0.245


4.
# C10H18O3Si

An isolated molecule of C10H18O3Si in a non-equilibrium geometry (ωB97M-V with the def2-TZVPD basis set, OMol25).

Energy relative to the best compared isomer or geometry (same formula, charge and spin), kJ/mol: 185.1
DFT total energy, a.u.: -907.048642
HOMO level, Ha: -0.2913
Net charge: 0
Gap between HOMO and LUMO, eV: 8.83

Geometry (Å):
1 C 2.622 0.065 -1.254
2 O 1.844 -0.027 -2.401
3 C 0.535 -0.349 -2.271
4 C -0.312 -0.459 -3.305
5 C -1.750 -0.718 -2.867
6 C -2.354 0.396 -1.942
7 O -2.212 0.216 -0.561
8 Si -0.808 -0.028 0.240
9 C -0.746 -1.399 1.597
10 C 0.423 -1.099 2.508
11 C 0.411 0.286 3.122
12 C 0.934 1.275 2.052
13 C -0.169 1.541 0.938
14 O 0.183 -0.608 -0.977
15 H 2.195 0.815 -0.509
16 H 3.607 0.579 -1.518
17 H 2.710 -0.918 -0.695
18 H -0.022 -0.383 -4.284
19 H -1.708 -1.671 -2.176
20 H -2.384 -0.808 -3.711
21 H -1.986 1.309 -2.349
22 H -3.361 0.449 -2.078
23 H -0.595 -2.472 1.189
24 H -1.629 -1.222 2.150
25 H 1.319 -1.121 2.051
26 H 0.369 -1.828 3.310
27 H -0.586 0.702 3.484
28 H 0.951 0.248 3.978
29 H 1.351 2.131 2.662
30 H 1.821 0.828 1.599
31 H -0.917 1.995 1.646
32 H 0.263 2.275 0.371

Per-atom natural (NBO) charges, elementary charge units: number 1, C, carries -0.257; number 2, O, carries -0.510; number 3, C, carries 0.628; number 4, C, carries -0.388; number 5, C, carries -0.437; number 6, C, carries -0.044; number 7, O, carries -0.899; number 8, Si, carries 2.144; number 9, C, carries -0.869; number 10, C, carries -0.394; number 11, C, carries -0.394; number 12, C, carries -0.380; number 13, C, carries -0.970; number 14, O, carries -0.909; number 15, H, carries 0.166; number 16, H, carries 0.202; number 17, H, carries 0.186; number 18, H, carries 0.220; number 19, H, carries 0.210; number 20, H, carries 0.217; number 21, H, carries 0.163; number 22, H, carries 0.174; number 23, H, carries 0.249; number 24, H, carries 0.226; number 25, H, carries 0.193; number 26, H, carries 0.200; number 27, H, carries 0.183; number 28, H, carries 0.206; number 29, H, carries 0.210; number 30, H, carries 0.184; number 31, H, carries 0.245; number 32, H, carries 0.246


Please write out number 3 again, unchanged.
# C10H18O3

An isolated molecule of C10H18O3 (ωB97M-V with the def2-TZVPD basis set, OMol25).

Energy relative to the best compared isomer or geometry (same formula, charge and spin), kJ/mol: 26.7
DFT total energy, a.u.: -617.527668
HOMO level, Ha: -0.3444
Net charge: 0
Gap between HOMO and LUMO, eV: 10.20

Geometry (Å):
1 C -2.869 -0.505 0.710
2 C -2.817 0.973 0.329
3 C -1.628 1.441 -0.520
4 C -1.244 2.872 -0.133
5 O -0.490 2.714 1.068
6 C 0.029 1.371 1.135
7 C -0.257 0.811 -0.254
8 C -0.021 -0.683 -0.514
9 C 1.248 -0.965 -1.320
10 O 1.936 -2.150 -0.875
11 C 2.773 -1.948 0.178
12 C 4.133 -2.576 0.001
13 O 2.457 -1.347 1.181
14 H -2.900 -1.153 -0.165
15 H -3.720 -0.723 1.350
16 H -1.985 -0.802 1.273
17 H -2.900 1.563 1.241
18 H -3.719 1.179 -0.250
19 H -1.856 1.342 -1.582
20 H -2.069 3.559 0.023
21 H -0.584 3.237 -0.927
22 H 1.077 1.482 1.402
23 H -0.454 0.812 1.939
24 H 0.481 1.333 -0.871
25 H 0.011 -1.232 0.422
26 H -0.874 -1.072 -1.068
27 H 0.974 -1.192 -2.346
28 H 1.934 -0.120 -1.330
29 H 4.838 -2.012 0.598
30 H 4.415 -2.605 -1.046
31 H 4.082 -3.606 0.350

Per-atom natural (NBO) charges, elementary charge units: number 1, C, carries -0.605; number 2, C, carries -0.407; number 3, C, carries -0.239; number 4, C, carries -0.055; number 5, O, carries -0.546; number 6, C, carries -0.065; number 7, C, carries -0.237; number 8, C, carries -0.438; number 9, C, carries -0.058; number 10, O, carries -0.533; number 11, C, carries 0.809; number 12, C, carries -0.724; number 13, O, carries -0.582; number 14, H, carries 0.198; number 15, H, carries 0.214; number 16, H, carries 0.200; number 17, H, carries 0.209; number 18, H, carries 0.206; number 19, H, carries 0.209; number 20, H, carries 0.189; number 21, H, carries 0.158; number 22, H, carries 0.195; number 23, H, carries 0.168; number 24, H, carries 0.200; number 25, H, carries 0.238; number 26, H, carries 0.208; number 27, H, carries 0.194; number 28, H, carries 0.177; number 29, H, carries 0.240; number 30, H, carries 0.230; number 31, H, carries 0.245